Entry 1:
A structure of composition C22H27N3O3STi. Source: the OMol25 dataset; level of theory: ωB97M-V/def2-TZVPD.

Output
HOMO-LUMO gap (spin up / spin down) = 2.5 / 4.9 eV
Multiplicity = 3
Charge = -2
E = -2492.1817 hartree

```
57
Properties=species:S:1:pos:R:3:forces:R:3
Ti -0.786425 -0.037216 0.063906 -0.2 0.4 -0.1
C -3.623154 -3.063743 -1.149908 0.0 0.0 0.0
C -2.880278 -1.758434 -1.300945 0.0 0.0 0.0
O -2.052439 -1.499734 -0.319637 -0.2 -0.3 -0.2
C -3.093168 -0.951864 -2.381495 0.0 0.0 0.0
C -2.416327 0.282116 -2.676804 0.0 0.0 0.0
C -2.728467 1.001240 -3.955524 0.0 0.0 0.0
N -1.483901 0.762664 -1.874870 0.1 0.0 0.0
N -0.831311 1.867565 -2.300884 0.0 0.0 0.0
C 0.119153 2.218159 -1.430566 -0.1 0.0 0.0
O 0.297191 1.541857 -0.302637 0.0 0.1 -0.1
C 0.963585 3.332604 -1.718420 0.0 0.1 0.0
C 0.837606 4.093171 -2.916200 0.0 0.0 0.0
C 1.674787 5.154163 -3.179751 0.0 0.0 0.0
C 2.685312 5.531434 -2.282482 0.0 0.0 0.0
C 2.817593 4.793008 -1.098454 0.0 0.0 0.0
C 1.989222 3.727942 -0.817089 -0.1 -0.1 0.0
H -2.919898 -3.904111 -1.165101 0.0 0.0 0.0
H -4.358283 -3.211974 -1.942726 0.0 0.0 0.0
H -4.127118 -3.087888 -0.178912 0.0 0.0 0.0
H -3.828096 -1.283866 -3.107131 0.0 0.0 0.0
H -3.536428 0.502536 -4.495383 0.0 0.0 0.0
H -1.841891 1.056446 -4.597031 0.0 0.0 0.0
H -3.007966 2.040976 -3.756498 0.0 0.0 0.0
H 0.063749 3.810916 -3.617945 0.0 0.0 0.0
H 1.546752 5.709165 -4.105629 0.0 0.0 0.0
H 3.339638 6.368680 -2.496877 0.0 0.0 0.0
H 3.587682 5.064726 -0.381440 0.0 0.0 0.0
H 2.096452 3.168005 0.103081 0.0 0.0 0.0
C 3.869517 -3.002307 0.611315 0.0 0.0 0.0
C 2.940564 -2.497203 -0.481902 0.0 0.0 0.0
S 1.525284 -1.537584 0.178500 0.2 -0.2 0.0
O 0.719297 -1.329759 -1.088629 0.1 0.0 0.0
C 0.706035 -2.884489 1.088357 0.0 0.0 0.0
C 0.223429 -4.004876 0.187941 0.0 0.0 0.0
H 4.847794 -3.265514 0.204766 0.0 0.0 0.0
H 3.462656 -3.886079 1.104449 0.0 0.0 0.0
H 4.022390 -2.233883 1.373667 0.0 0.0 0.0
H 2.545631 -3.295437 -1.111750 0.0 0.0 0.0
H 3.439964 -1.778838 -1.133621 0.0 0.0 0.0
H -0.130579 -2.368853 1.566792 0.0 0.0 0.0
H 1.397934 -3.212285 1.868614 0.0 0.0 0.0
H -0.320923 -3.570389 -0.651260 0.0 0.0 0.0
H -0.464308 -4.646783 0.741246 0.0 0.0 0.0
H 1.037280 -4.627680 -0.191916 0.0 0.0 0.0
N -0.953846 0.016748 1.870146 0.1 0.0 0.4
C -0.827354 0.205964 3.172617 0.0 0.0 0.1
C 0.200739 -0.414642 3.958355 0.0 0.0 0.0
C 0.314461 -0.220072 5.321741 0.0 0.0 0.0
C -0.569779 0.600848 6.020294 0.0 0.0 0.0
C -1.576932 1.233896 5.285749 0.0 0.0 0.0
C -1.708649 1.053078 3.925484 0.0 -0.1 0.0
H 0.918780 -1.045301 3.443914 0.0 0.0 0.0
H 1.119561 -0.717837 5.857923 0.0 0.0 0.0
H -0.471895 0.752512 7.089149 0.0 0.0 0.0
H -2.276967 1.890473 5.797373 0.0 0.0 0.0
H -2.493656 1.557755 3.374040 0.0 0.0 0.0
```
Positions in Å, forces in eV/Å.

Just the Mulliken charges please, in e? Sure, here they are:
1. Ti 0.5024
2. C -1.4250
3. C 0.8604
4. O -0.5148
5. C -0.8303
6. C 0.7757
7. C -1.3744
8. N 0.5658
9. N -0.7633
10. C 0.2465
11. O -0.7363
12. C 0.6434
13. C -0.4958
14. C -0.4116
15. C -0.5255
16. C -0.4621
17. C -0.6100
18. H 0.2227
19. H 0.3264
20. H 0.2857
21. H 0.0735
22. H 0.3789
23. H 0.2468
24. H 0.2780
25. H 0.3847
26. H 0.3148
27. H 0.3347
28. H 0.3341
29. H 0.3880
30. C -1.0708
31. C -0.5746
32. S 0.6642
33. O -0.4322
34. C -0.3345
35. C -1.4087
36. H 0.3848
37. H 0.2370
38. H 0.3054
39. H 0.2955
40. H 0.4650
41. H 0.2172
42. H 0.5448
43. H 0.2276
44. H 0.4255
45. H 0.3376
46. N -0.6798
47. C -0.3311
48. C 0.0329
49. C -0.4700
50. C -0.4249
51. C -0.3520
52. C -0.5452
53. H 0.2311
54. H 0.3003
55. H 0.3275
56. H 0.2857
57. H 0.3285


Entry 2:
The molecule C22H27N3O4. Source: the OMol25 dataset; level of theory: ωB97M-V/def2-TZVPD.

Output
HOMO-LUMO gap = 9.2 eV
Structure (SMILES) = COc1ccc(C(=O)NCc2ncccc2C)cc1OC1CCN(C(C)=O)CC1
E = -1319.7864 hartree

```
56
Properties=species:S:1:pos:R:3:forces:R:3
C -5.356468 -2.721787 -0.113077 -0.2 -0.1 0.1
O -4.312215 -1.929405 -0.622453 0.4 0.2 -0.1
C -3.036403 -2.225175 -0.261311 0.1 0.2 -0.2
C -2.673640 -3.200355 0.660566 -0.2 0.1 -0.1
C -1.343508 -3.399424 0.986129 0.3 0.1 -0.1
C -0.350332 -2.628969 0.402172 -0.3 -0.2 -0.1
C 1.079869 -2.848066 0.770982 -0.1 0.1 0.2
O 1.546115 -3.944281 1.020273 0.0 -0.3 0.0
N 1.797627 -1.705785 0.846080 0.2 0.4 0.0
C 3.233392 -1.686245 0.937580 0.0 -0.3 0.2
C 3.797971 -0.642182 0.010220 0.2 0.1 -0.1
N 2.912919 0.142828 -0.589383 -0.2 -0.1 0.2
C 3.339217 1.095244 -1.400886 0.2 0.3 -0.2
C 4.679937 1.314291 -1.661360 -0.1 0.0 0.0
C 5.606839 0.494917 -1.036436 -0.2 -0.1 0.1
C 5.178316 -0.508290 -0.177632 -0.1 0.2 -0.2
C 6.146902 -1.408793 0.518333 -0.1 0.0 0.0
C -0.702589 -1.679052 -0.553715 -0.2 -0.1 0.0
C -2.027108 -1.461511 -0.885628 -0.2 0.0 0.0
O -2.394855 -0.567451 -1.869499 0.1 -0.6 0.1
C -2.384809 0.820245 -1.562569 -0.1 0.5 0.1
C -3.126813 1.133236 -0.256027 0.0 0.0 -0.3
C -2.825475 2.547894 0.224892 -0.4 0.1 0.0
N -1.411750 2.700582 0.506796 0.0 -0.3 -0.1
C -0.875515 3.771368 1.141679 -0.2 0.1 0.1
C -1.857479 4.806222 1.645716 0.2 0.1 0.0
O 0.325326 3.885487 1.301971 0.3 0.2 0.1
C -0.525281 1.719169 -0.091638 0.4 0.0 -0.2
C -0.971826 1.441289 -1.521838 -0.1 -0.2 0.2
H -6.266388 -2.338105 -0.571932 0.0 -0.1 0.1
H -5.435974 -2.632817 0.975713 0.0 0.0 0.0
H -5.231743 -3.774628 -0.383740 0.0 0.0 0.0
H -3.425919 -3.808338 1.137498 -0.1 0.0 0.0
H -1.064962 -4.156190 1.703024 0.0 -0.1 0.1
H 1.406080 -0.827696 0.534391 -0.1 -0.2 0.0
H 3.606609 -2.685972 0.689505 0.0 0.1 0.1
H 3.550232 -1.461337 1.966490 0.1 -0.1 -0.1
H 2.567009 1.702516 -1.854406 0.0 0.1 -0.1
H 4.992257 2.100866 -2.329740 0.0 0.1 -0.1
H 6.664231 0.634267 -1.213638 0.1 0.0 0.0
H 7.168961 -1.153330 0.250041 0.1 0.0 0.0
H 6.037225 -1.324963 1.598875 0.1 -0.1 0.1
H 5.963857 -2.448221 0.248477 0.1 -0.1 0.0
H 0.064779 -1.129868 -1.076410 0.1 0.1 -0.1
H -2.934896 1.248755 -2.408319 0.1 0.0 0.2
H -4.199983 1.012739 -0.404934 0.0 0.0 0.1
H -2.817884 0.419868 0.510654 0.0 0.0 0.0
H -3.404435 2.746330 1.131823 0.0 0.0 -0.2
H -3.142384 3.267987 -0.543444 -0.1 0.0 0.1
H -2.477953 5.179699 0.834483 -0.1 0.0 0.0
H -1.293482 5.628586 2.076665 0.0 0.0 0.0
H -2.500775 4.379951 2.412596 -0.1 0.0 0.0
H -0.527734 0.799047 0.503912 0.1 0.0 0.0
H 0.482649 2.139538 -0.064666 -0.1 -0.2 0.0
H -0.981040 2.385302 -2.069960 0.0 0.0 0.0
H -0.266687 0.780037 -2.022922 0.0 0.0 -0.1
```
Positions in Å, forces in eV/Å.

Just the Mulliken charges please, in e? Sure, here they are:
1. C -0.9973
2. O -0.3524
3. C 0.8286
4. C -0.5388
5. C -1.1780
6. C -0.1148
7. C 0.1726
8. O -0.6921
9. N -0.0724
10. C -1.1820
11. C 0.5406
12. N -0.2985
13. C -0.2095
14. C -0.9559
15. C -0.5680
16. C 0.9012
17. C -1.3942
18. C -0.2266
19. C 0.3836
20. O -0.5830
21. C 0.0459
22. C -0.8056
23. C -0.9902
24. N 0.2895
25. C 0.8756
26. C -1.2988
27. O -0.6691
28. C -0.6117
29. C -1.0181
30. H 0.2501
31. H 0.3792
32. H 0.3842
33. H 0.4106
34. H 0.4501
35. H 0.2966
36. H 0.5221
37. H 0.2342
38. H 0.4343
39. H 0.3888
40. H 0.3741
41. H 0.3771
42. H 0.3029
43. H 0.3198
44. H 1.1369
45. H 0.2574
46. H 0.5009
47. H 0.2774
48. H 0.5489
49. H 0.3326
50. H 0.3127
51. H 0.3442
52. H 0.3123
53. H 0.1845
54. H 0.5758
55. H 0.4253
56. H 0.3868


Entry 3:
A cluster of 2 separate species, C22H27N4 in total. Source: the OMol25 dataset; level of theory: ωB97M-V/def2-TZVPD.

Output
HOMO-LUMO gap = 5.1 eV
Charge = +1
E = -1073.2355 hartree

```
53
Properties=species:S:1:pos:R:3:forces:R:3
C -6.490398 0.216909 3.205678 0.3 -0.1 -0.3
C -6.607639 0.842136 1.953959 0.1 -0.2 0.2
C -5.650252 0.624753 0.964489 0.7 -0.5 0.2
C -4.532876 -0.207540 1.228541 -1.2 0.2 1.1
C -3.442246 -0.387548 0.294610 0.7 -0.1 -0.7
C -3.329842 -0.119906 -1.061544 0.4 0.0 0.7
N -2.032602 -0.373075 -1.370056 -0.5 -0.3 1.0
C -1.322215 -0.178507 -2.627423 0.3 -0.4 -0.1
C -0.159531 0.798775 -2.488763 -0.7 1.1 0.3
C 0.591211 1.025593 -3.800311 0.1 -0.5 -0.1
C 2.038695 1.287857 -3.358058 -0.2 0.3 0.2
C 2.173602 0.562764 -2.003371 0.9 -0.2 -0.4
N 0.840309 0.421300 -1.502011 -0.4 -0.5 0.0
N -1.389374 -0.824432 -0.272087 -0.9 0.2 -0.5
N -2.228376 -0.829671 0.733205 0.3 0.2 -1.1
C -4.427853 -0.834007 2.488467 -0.2 0.2 -0.3
C -5.403527 -0.635735 3.464043 -0.2 0.3 -0.3
H -7.242381 0.392723 3.976690 0.2 -0.1 -0.3
H -7.451742 1.503960 1.753806 0.2 -0.2 0.1
H -5.726547 1.102352 -0.014534 -0.1 0.0 0.3
H -4.067110 0.240055 -1.751003 0.1 0.0 -0.3
H -0.922986 -1.149087 -2.975387 -0.3 0.3 0.1
H -2.060300 0.199876 -3.344559 0.3 -0.1 0.1
H -0.580054 1.768553 -2.159500 -0.1 -0.2 -0.2
H 0.544160 0.109591 -4.409249 0.0 0.2 0.1
H 0.149898 1.845528 -4.377596 0.2 -0.2 0.1
H 2.777085 0.943665 -4.086975 -0.1 0.1 0.1
H 2.171208 2.365270 -3.197933 0.1 -0.2 -0.1
H 2.714968 -0.397687 -2.105717 -0.2 0.2 -0.1
H 2.763971 1.172452 -1.308270 0.2 0.0 -0.3
H 0.582109 -0.360904 -0.916645 0.0 -0.1 -0.5
H -3.558054 -1.467241 2.677091 -0.4 0.2 0.0
H -5.313094 -1.142606 4.424763 -0.1 0.2 -0.2
C 1.071960 -1.208969 1.264917 -0.7 -0.2 -0.7
C 1.997884 -0.101738 0.910952 1.3 -0.3 3.0
C 1.551687 1.294612 1.140627 -0.5 0.5 -0.8
C 3.399661 -0.424954 0.901433 0.5 -0.1 -0.9
C 4.411568 0.584198 0.869201 -0.1 -0.1 0.1
C 5.758793 0.255373 0.991476 -0.2 0.3 0.0
C 6.161016 -1.081966 1.104035 -0.5 0.1 0.0
C 5.194365 -2.096127 1.093112 -0.3 -0.1 0.0
C 3.846919 -1.783641 0.960917 0.0 0.1 0.1
H 1.231865 -2.061436 0.589148 -0.1 0.1 0.2
H 1.235760 -1.586024 2.291744 0.3 0.4 -0.3
H 0.021447 -0.921743 1.172223 0.5 0.0 0.3
H 2.137272 2.013368 0.558523 -0.1 -0.1 0.2
H 0.506137 1.395307 0.831264 0.2 0.0 0.3
H 1.629728 1.590334 2.200413 0.1 -0.5 -0.1
H 4.115576 1.631589 0.762805 0.2 -0.4 0.1
H 6.500691 1.055702 1.008989 -0.2 -0.3 -0.1
H 7.217887 -1.334065 1.195685 -0.3 0.1 0.0
H 5.488033 -3.142221 1.196742 0.0 0.4 -0.1
H 3.113534 -2.593764 0.921441 0.4 0.3 0.1
```
Positions in Å, forces in eV/Å.

Just the Mulliken charges please, in e? Sure, here they are:
1. C -0.3825
2. C -0.6123
3. C -0.4599
4. C 0.6199
5. C -0.0998
6. C 0.0035
7. N 0.2403
8. C -1.1157
9. C 0.1549
10. C -0.7358
11. C -0.8058
12. C -0.1372
13. N 0.1605
14. N -0.1256
15. N -0.5777
16. C -0.3082
17. C -0.5557
18. H 0.3687
19. H 0.3652
20. H 0.2605
21. H 0.4030
22. H 0.3072
23. H 0.2446
24. H 0.1984
25. H 0.3428
26. H 0.3940
27. H 0.3774
28. H 0.2947
29. H 0.2542
30. H -0.0349
31. H 0.2337
32. H 0.3797
33. H 0.3634
34. C -1.2911
35. C 1.1185
36. C -1.3146
37. C 0.8035
38. C -0.0972
39. C -1.0007
40. C -0.2201
41. C -0.9384
42. C -0.1896
43. H 0.4278
44. H 0.4806
45. H 0.3487
46. H 0.3605
47. H 0.2439
48. H 0.4277
49. H 0.2936
50. H 0.4009
51. H 0.4172
52. H 0.4055
53. H 0.3077


Question: Which formula does entry 1 have?
Answer: C22H27N3O3STi


Question: Number 3 is which compound?
Answer: C22H27N4